1.
{
  "formula": "C42H112BF4N7O14",
  "method": "ωB97M-V with the def2-TZVPD basis set",
  "total_charge": 6,
  "energy_ev": -95949.2604,
  "de_lowest_ev": 5.770,
  "e_lumo_ev": -11.125,
  "orbital_gap_ev": 8.4445,
  "species": ["C", "O", "C", "C", "N", "H", "H", "C", "C", "O", "C", "H", "H", "H", "H", "H", "H", "H", "H", "H", "H", "H", "H", "H", "H", "C", "O", "C", "C", "N", "H", "H", "C", "C", "O", "C", "H", "H", "H", "H", "H", "H", "H", "H", "H", "H", "H", "H", "H", "H", "C", "O", "C", "C", "N", "H", "H", "C", "C", "O", "C", "H", "H", "H", "H", "H", "H", "H", "H", "H", "H", "H", "H", "H", "H", "C", "O", "C", "C", "N", "H", "H", "C", "C", "O", "C", "H", "H", "H", "H", "H", "H", "H", "H", "H", "H", "H", "H", "H", "H", "C", "O", "C", "C", "N", "H", "H", "C", "C", "O", "C", "H", "H", "H", "H", "H", "H", "H", "H", "H", "H", "H", "H", "H", "H", "C", "O", "C", "C", "N", "H", "H", "C", "C", "O", "C", "H", "H", "H", "H", "H", "H", "H", "H", "H", "H", "H", "H", "H", "H", "C", "O", "C", "C", "N", "H", "H", "C", "C", "O", "C", "H", "H", "H", "H", "H", "H", "H", "H", "H", "H", "H", "H", "H", "H", "B", "F", "F", "F", "F"],
  "positions_angstrom": [[0.73394, 4.70663, 1.11053], [1.21047, 6.02879, 0.80300], [0.47472, 7.03312, 1.52121], [1.29550, 8.35515, 1.25191], [2.78564, 8.15759, 1.66941], [2.83627, 7.75568, 2.59462], [3.31057, 7.50133, 1.10917], [3.51584, 9.49307, 1.68004], [4.99350, 9.13768, 1.84112], [5.18686, 8.26924, 2.90558], [6.59874, 7.84952, 3.06319], [-0.30688, 4.69215, 0.78712], [0.73094, 4.47860, 2.17642], [1.20128, 3.89110, 0.55864], [0.50414, 6.80678, 2.58704], [-0.56657, 7.12442, 1.21223], [0.94848, 9.18087, 1.87310], [1.24943, 8.58222, 0.18682], [3.21692, 10.08269, 2.54669], [3.30639, 9.97537, 0.72525], [5.51471, 10.05192, 2.12505], [5.46598, 8.71947, 0.95232], [7.29312, 8.68483, 3.15380], [7.00796, 7.34970, 2.18523], [6.71714, 7.01767, 3.75754], [-9.11509, -4.10723, 0.28240], [-8.16468, -3.70553, -0.74084], [-7.57595, -4.82507, -1.41079], [-6.21975, -5.20253, -0.81583], [-5.41398, -3.85041, -0.72534], [-5.17963, -3.52342, -1.65177], [-6.03374, -3.12004, -0.40510], [-4.13330, -4.03185, 0.11202], [-3.63498, -2.59061, 0.46626], [-4.69207, -1.77592, 0.88633], [-4.18327, -0.61654, 1.60448], [-9.96518, -4.62678, -0.15976], [-9.42315, -3.18686, 0.77850], [-8.85255, -4.78920, 1.09116], [-7.46877, -4.59540, -2.47091], [-8.25334, -5.67884, -1.39314], [-5.76811, -5.87900, -1.54143], [-6.21109, -5.55976, 0.21394], [-3.44282, -4.64971, -0.46208], [-4.55702, -4.59601, 0.94284], [-3.22910, -2.05448, -0.39160], [-2.93034, -2.69950, 1.29072], [-3.80034, 0.19018, 0.97945], [-3.50073, -0.86642, 2.41676], [-5.05549, -0.10150, 2.00705], [4.36034, 0.50156, 0.55561], [4.68267, -0.25127, 1.73726], [6.07102, -0.19880, 2.10337], [6.44198, 1.11253, 2.70603], [5.31101, 1.59176, 3.67582], [4.39604, 1.47061, 3.26564], [5.32325, 1.11225, 4.56466], [5.37730, 3.05482, 4.24445], [5.32603, 4.11514, 3.17652], [4.45580, 3.70557, 2.13220], [4.47254, 4.57595, 1.01098], [4.75284, 0.07701, -0.36840], [4.64583, 1.55312, 0.58428], [3.27249, 0.47377, 0.49325], [6.78203, -0.47149, 1.32349], [6.25615, -0.94075, 2.88011], [6.60727, 1.89981, 1.97053], [7.32798, 0.94255, 3.31776], [6.35406, 3.11870, 4.72399], [4.51685, 3.16313, 4.90474], [6.30028, 4.31106, 2.72869], [5.05059, 5.09860, 3.55734], [4.36591, 5.63945, 1.22474], [3.68524, 4.36668, 0.28678], [5.40693, 4.38329, 0.48380], [4.85470, -4.16778, 0.71147], [4.22533, -3.43395, 1.74881], [4.03851, -4.03190, 3.01849], [4.26827, -3.03740, 4.10575], [3.66462, -1.63944, 3.92536], [3.98351, -0.98075, 4.62145], [3.86111, -1.27039, 3.00597], [2.14949, -1.55155, 4.02951], [1.70297, -0.42362, 3.25038], [2.25933, 0.78149, 3.64468], [1.63457, 1.97364, 3.14850], [4.22935, -4.98620, 0.35479], [5.87405, -4.47201, 0.94907], [5.06082, -3.58986, -0.18943], [4.41242, -5.04721, 3.15052], [2.95538, -4.11448, 2.92838], [5.34356, -2.92214, 4.24200], [3.98017, -3.54192, 5.02801], [2.00083, -1.40635, 5.09952], [1.75868, -2.51902, 3.71431], [0.64671, -0.34802, 3.50864], [1.76345, -0.65740, 2.18746], [2.23427, 2.86437, 3.33573], [0.71608, 2.04482, 3.73109], [1.44699, 2.04517, 2.07714], [-7.51039, 0.67083, -2.49847], [-6.19258, 0.97162, -2.80020], [-5.32924, 0.10184, -2.14262], [-3.84044, 0.43051, -2.58480], [-3.49676, 1.90593, -2.40355], [-2.49165, 1.93318, -2.30804], [-3.71622, 2.47016, -3.21200], [-4.14722, 2.64513, -1.21222], [-3.37701, 3.93174, -0.85529], [-3.11027, 4.79138, -1.92557], [-2.25314, 5.80419, -1.42220], [-8.15368, 1.47188, -2.86258], [-7.84495, 0.58298, -1.46480], [-7.85452, -0.23318, -3.00093], [-5.65841, -0.91402, -2.36118], [-5.44378, 0.34006, -1.08516], [-3.64560, 0.16229, -3.62316], [-3.16005, -0.07617, -1.90036], [-4.34948, 2.02095, -0.34182], [-5.13632, 2.95759, -1.54712], [-2.46964, 3.62505, -0.33498], [-3.99404, 4.45235, -0.12295], [-1.28554, 5.32489, -1.27341], [-2.66385, 6.25764, -0.52010], [-2.30435, 6.53208, -2.23193], [1.43526, -2.85857, -0.02225], [0.84764, -3.49352, 1.09255], [-0.33375, -4.23365, 0.86589], [-0.99842, -4.70227, 2.24514], [-0.00506, -5.55356, 3.03667], [0.95103, -5.22883, 3.01333], [-0.18541, -5.52615, 4.03006], [0.06184, -7.04916, 2.60941], [1.39226, -7.62073, 2.98866], [2.33412, -6.89598, 2.20183], [3.61212, -7.49225, 2.28619], [2.30990, -2.28077, 0.27648], [0.76276, -2.22702, -0.60276], [1.76517, -3.69392, -0.63988], [-0.04722, -5.08882, 0.25377], [-1.02762, -3.66978, 0.24244], [-1.97861, -5.16279, 2.12157], [-1.06499, -3.84869, 2.91972], [-0.12186, -7.05201, 1.53501], [-0.73366, -7.56622, 3.14602], [1.40705, -8.63779, 2.59691], [1.49384, -7.70372, 4.07074], [3.86701, -7.48007, 3.34590], [4.28347, -6.83017, 1.73934], [3.59917, -8.52223, 1.92971], [-3.91141, 1.02397, -9.08205], [-3.77504, -0.14920, -8.27440], [-3.10319, -1.17666, -8.95722], [-3.22688, -2.53442, -8.21545], [-2.68621, -2.47979, -6.78797], [-2.81352, -1.57597, -6.35555], [-3.12784, -3.13672, -6.16069], [-1.18409, -2.86125, -6.86804], [-0.46665, -2.73541, -5.52236], [-0.56058, -1.32698, -5.20037], [0.03931, -0.92617, -3.95020], [-4.67484, 1.70662, -8.70887], [-4.13220, 0.83693, -10.13293], [-3.00461, 1.62865, -9.09656], [-2.02958, -0.99037, -8.92997], [-3.33529, -1.39618, -9.99935], [-2.70543, -3.27915, -8.81676], [-4.24623, -2.89001, -8.06521], [-0.68603, -2.23535, -7.60850], [-1.06141, -3.85194, -7.30574], [0.52307, -3.18777, -5.58509], [-1.01070, -3.15964, -4.67849], [-0.46377, -1.08182, -2.99585], [-0.13824, 0.14661, -3.87456], [1.11361, -1.10354, -3.90012], [-0.51947, 0.89260, -0.76444], [-1.07000, 1.33723, -1.97129], [-1.26134, -0.23411, -0.40111], [0.79311, 0.62702, -1.07811], [-0.49964, 1.91432, 0.14865]]
}

2.
{
  "formula": "C5H12N2O",
  "method": "ωB97M-V with the def2-TZVPD basis set",
  "energy_ev": -10403.6239,
  "de_lowest_ev": 4.800,
  "e_lumo_ev": 0.763,
  "orbital_gap_ev": 7.7394,
  "species": ["C", "C", "C", "N", "N", "C", "C", "O", "H", "H", "H", "H", "H", "H", "H", "H", "H", "H", "H", "H"],
  "positions_angstrom": [[-1.23341, 0.24691, 0.97720], [0.71966, 1.45695, -0.25273], [1.42437, -0.44734, 1.07337], [0.32109, 0.14034, 0.28501], [-1.92695, -0.22474, -0.12179], [-0.21059, -0.82756, -0.84475], [0.06769, -0.62972, -2.16218], [-1.25469, -0.62344, 2.06253], [-1.68722, -1.42195, 1.71819], [-2.23323, 0.48225, -0.78087], [-1.38989, 1.26890, 1.32995], [-0.17912, -1.84205, -0.46924], [-0.12674, 1.90593, -0.76813], [1.03136, 2.09777, 0.57131], [2.27023, -0.63479, 0.41227], [1.72059, 0.23780, 1.86743], [1.53430, 1.33451, -0.96372], [1.08857, -1.38001, 1.51506], [0.01106, 0.34537, -2.62724], [0.05291, -1.48514, -2.82167]]
}

3.
{
  "formula": "C5H6ClNO",
  "method": "ωB97M-V with the def2-TZVPD basis set",
  "energy_ev": -21340.6178,
  "de_lowest_ev": 1.864,
  "e_lumo_ev": 0.619,
  "smiles": "C[C@H]1[C@H](Cl)[C@@]1(O)C#N",
  "orbital_gap_ev": 10.8311,
  "species": ["C", "C", "C", "Cl", "C", "O", "C", "N", "H", "H", "H", "H", "H", "H"],
  "positions_angstrom": [[0.51801, 1.70623, 0.12094], [-0.37326, 0.54015, 0.42125], [-1.07898, -0.21640, -0.64592], [-2.76804, -0.64573, -0.52972], [0.01416, -0.90481, 0.19192], [-0.33924, -1.70434, 1.30131], [1.24173, -1.13795, -0.49243], [2.16072, -1.42207, -1.13775], [0.08726, 2.66831, 0.27450], [0.86662, 1.64660, -0.96113], [1.44683, 1.56419, 0.64214], [-0.85328, 0.62677, 1.43925], [-0.66831, -0.09969, -1.63602], [-0.25423, -2.62126, 1.01165]]
}